14
Properties=species:S:1:pos:R:3 method="wB97M-V/def2-TZVPD" energy_ev=-41927.322 spin_multiplicity=4 max_force_ev_per_a=9.2 gap_ev="6.8350 / 8.8595" charge=0 e_above_lowest_ev=1.155 homo_energy_ev="-7.331 / -9.472"
Ti 23.240 -19.863 -8.193
Cl 24.446 -19.629 -6.710
C 23.428 -17.696 -4.962
O 24.752 -18.253 -4.840
H 22.687 -18.160 -4.311
H 23.428 -16.714 -4.489
H 23.145 -17.578 -6.008
H 24.850 -18.869 -5.570
C 26.916 -19.283 -7.910
O 26.309 -18.336 -7.111
H 27.830 -18.905 -8.368
H 27.244 -20.209 -7.439
H 26.212 -19.518 -8.709
H 25.467 -18.715 -6.852

30
Properties=species:S:1:pos:R:3 method="wB97M-V/def2-TZVPD" energy_ev=-69484.736 spin_multiplicity=1 max_force_ev_per_a=4.1 gap_ev=3.7338 charge=0 homo_energy_ev=-7.596
Na -2.231 -4.091 -2.872
Na -5.255 -1.789 4.116
C -1.531 1.242 0.094
F -2.076 2.061 1.000
F -2.300 1.213 -1.078
F -0.344 1.743 -0.216
S -1.219 -0.555 0.784
O -2.412 -0.823 1.632
O -1.210 -1.435 -0.403
O 0.052 -0.475 1.460
C 2.213 -2.208 -4.127
F 3.454 -2.215 -4.544
F 1.873 -3.420 -3.811
F 2.094 -1.492 -3.059
S 0.987 -1.552 -5.579
O -0.390 -1.956 -5.187
O 1.234 -0.107 -5.513
O 1.365 -2.205 -6.841
O 0.776 6.088 1.370
H 0.157 6.461 0.743
H 0.541 5.162 1.418
O 2.851 -3.760 1.392
H 2.439 -4.513 0.970
H 2.365 -3.004 1.062
O -3.134 2.653 5.992
H -2.907 2.338 5.118
H -3.413 1.869 6.465
O 2.005 1.958 3.074
H 1.669 1.178 2.632
H 2.349 1.633 3.906

23
Properties=species:S:1:pos:R:3 method="wB97M-V/def2-TZVPD" energy_ev=-75663.414 spin_multiplicity=6 max_force_ev_per_a=4.6 gap_ev="3.9346 / 3.7483" charge=-2 e_above_lowest_ev=9.278 homo_energy_ev="-1.645 / -1.232"
Mn -0.120 1.007 -0.080
S -1.330 3.198 2.992
O -2.040 2.708 4.149
O -1.050 4.628 3.041
O -0.142 2.390 2.721
O -2.087 2.805 1.788
S 0.843 3.004 -3.496
O 1.313 3.223 -2.136
O 1.916 2.454 -4.415
O -0.132 1.933 -3.199
O 0.189 4.236 -3.966
C 2.924 -2.319 0.823
O 2.540 -1.393 -0.142
H 2.453 -2.079 1.776
H 2.668 -3.299 0.418
H 3.990 -2.249 1.035
H 3.212 -1.446 -0.826
C -2.599 -3.280 -0.386
O -2.065 -2.197 0.359
H -3.682 -3.328 -0.505
H -2.142 -3.321 -1.375
H -2.473 -4.220 0.151
H -2.188 -2.457 1.275

11
Properties=species:S:1:pos:R:3 method="wB97M-V/def2-TZVPD" energy_ev=-3686.256 spin_multiplicity=1 max_force_ev_per_a=0.5 gap_ev=10.8346 charge=+1 e_above_lowest_ev=0.909 homo_energy_ev=-14.928
C 0.765 -0.241 -1.263
C -0.526 0.088 -1.291
H 1.104 -1.270 -1.247
H 1.531 0.520 -1.366
H -1.287 -0.682 -1.228
H -0.828 1.122 -1.406
N -0.175 0.117 1.861
H -0.034 -0.820 2.237
H -1.153 0.410 1.907
H 0.368 0.778 2.423
H 0.132 0.151 0.862

12
Properties=species:S:1:pos:R:3 method="wB97M-V/def2-TZVPD" energy_ev=-5183.250 spin_multiplicity=1 smiles="C=CN.N" max_force_ev_per_a=0.7 gap_ev=9.3902 charge=0 e_above_lowest_ev=0.488 homo_energy_ev=-8.519
C -0.335 1.420 1.750
C -1.375 0.855 1.147
N -1.520 -0.531 0.967
H 0.462 0.811 2.171
H -0.303 2.471 2.007
H -2.203 1.426 0.744
H -0.672 -1.047 1.170
H -1.789 -0.791 0.027
N 2.056 -1.047 -2.313
H 2.435 -1.977 -2.384
H 2.182 -0.492 -3.143
H 1.061 -1.099 -2.143

12
Properties=species:S:1:pos:R:3 method="wB97M-V/def2-TZVPD" energy_ev=-5182.875 spin_multiplicity=1 smiles="[H]/N=C/N.C" max_force_ev_per_a=4.4 gap_ev=10.5346 charge=0 e_above_lowest_ev=0.863 homo_energy_ev=-9.497
H -2.656 0.959 1.003
N -3.365 1.473 0.562
C -3.415 1.000 -0.669
N -4.359 1.537 -1.619
H -2.667 0.270 -1.071
H -3.893 1.629 -2.515
H -5.381 1.347 -1.619
C 5.133 -1.652 1.141
H 5.683 -1.100 1.902
H 4.107 -1.386 1.296
H 5.599 -1.348 0.200
H 5.214 -2.729 1.390

13
Properties=species:S:1:pos:R:3 method="wB97M-V/def2-TZVPD" energy_ev=-7230.458 spin_multiplicity=1 smiles="[H]/N=C/N.CO" max_force_ev_per_a=1.7 gap_ev=10.3715 charge=0 e_above_lowest_ev=1.869 homo_energy_ev=-9.547
H -1.054 -1.786 -1.446
N -0.817 -1.091 -0.747
C -1.853 -0.362 -0.548
N -1.913 0.660 0.346
H -2.679 -0.495 -1.248
H -2.459 1.452 0.100
H -1.175 0.692 1.027
C 2.227 0.217 0.649
O 1.781 -0.125 -0.654
H 1.920 1.258 0.830
H 3.306 0.208 0.870
H 1.895 -0.558 1.363
H 0.820 -0.069 -0.541

13
Properties=species:S:1:pos:R:3 method="wB97M-V/def2-TZVPD" energy_ev=-7222.836 spin_multiplicity=2 max_force_ev_per_a=0.8 gap_ev="12.2830 / 8.1118" charge=+1 e_above_lowest_ev=1.011 homo_energy_ev="-16.191 / -16.254"
C 1.491 0.224 0.990
N 0.323 0.256 0.175
C 0.344 0.106 -1.148
N -0.813 0.151 -1.762
H 2.402 0.256 0.390
H 1.477 -0.658 1.641
H 1.465 1.079 1.661
H -0.623 0.383 0.588
H 1.302 -0.006 -1.632
H -0.699 0.103 -2.777
H -2.068 -0.507 -0.161
H -2.449 -1.089 1.249
O -2.149 -0.298 0.786

14
Properties=species:S:1:pos:R:3 method="wB97M-V/def2-TZVPD" energy_ev=-9278.654 spin_multiplicity=1 smiles="NC=O.NCO" max_force_ev_per_a=0.7 gap_ev=10.2022 charge=0 e_above_lowest_ev=1.257 homo_energy_ev=-9.425
N -1.041 -3.781 -0.170
C -2.295 -3.402 0.178
O -2.711 -3.409 1.316
H -0.483 -4.192 0.562
H -0.751 -3.828 -1.127
H -2.937 -3.107 -0.665
N 0.418 3.190 0.371
C 1.584 2.840 -0.413
O 2.180 1.660 0.083
H -0.418 3.400 -0.153
H 0.184 2.398 0.955
H 1.353 2.672 -1.461
H 2.290 3.669 -0.383
H 2.628 1.891 0.908

14
Properties=species:S:1:pos:R:3 method="wB97M-V/def2-TZVPD" energy_ev=-9278.945 spin_multiplicity=1 smiles="NCC(N)=O.O" max_force_ev_per_a=2.4 gap_ev=10.6596 charge=0 e_above_lowest_ev=0.965 homo_energy_ev=-9.834
N 0.143 -2.881 1.156
C -0.611 -1.608 0.869
C -0.522 -1.199 -0.579
N 0.636 -1.631 -1.173
O -1.295 -0.373 -1.022
H -0.071 -3.587 0.451
H -0.184 -3.326 2.003
H -0.025 -0.870 1.390
H -1.654 -1.729 1.153
H 1.301 -1.906 -0.450
H 1.060 -0.933 -1.778
O 0.243 6.477 -0.362
H 1.080 6.336 -0.811
H -0.100 7.230 -0.848

14
Properties=species:S:1:pos:R:3 method="wB97M-V/def2-TZVPD" energy_ev=-9279.176 spin_multiplicity=1 smiles="NCC(N)=O.O" max_force_ev_per_a=0.8 gap_ev=10.3940 charge=0 e_above_lowest_ev=0.734 homo_energy_ev=-9.715
N -0.778 -1.516 2.015
C -1.831 -1.544 0.965
C -1.321 -0.842 -0.272
N -1.301 0.514 -0.176
O -0.947 -1.444 -1.257
H 0.125 -1.612 1.578
H -0.921 -2.297 2.641
H -2.714 -1.032 1.362
H -2.137 -2.560 0.700
H -1.529 0.947 0.704
H -0.789 1.098 -0.818
O 5.048 3.941 -1.383
H 4.388 4.558 -1.052
H 4.770 3.048 -1.134

16
Properties=species:S:1:pos:R:3 method="wB97M-V/def2-TZVPD" energy_ev=-22158.218 spin_multiplicity=1 smiles="CN(C)OS(N)(=O)=O" max_force_ev_per_a=4.4 gap_ev=10.6982 charge=0 e_above_lowest_ev=3.248 homo_energy_ev=-10.138
C 1.238 -0.986 0.585
N 0.564 0.253 0.472
C 1.057 1.019 -0.705
O -0.907 -0.179 0.175
S -1.878 -0.078 1.390
N -3.231 -0.381 0.418
O -1.598 -1.145 2.317
O -1.887 1.266 1.815
H 1.376 -1.417 1.556
H 0.968 -1.634 -0.274
H 2.327 -0.642 0.387
H 0.227 1.762 -0.751
H 1.921 1.570 -0.411
H 1.052 0.288 -1.658
H -4.233 -0.317 0.908
H -3.149 -1.307 0.173

14
Properties=species:S:1:pos:R:3 method="wB97M-V/def2-TZVPD" energy_ev=-16516.715 spin_multiplicity=1 max_force_ev_per_a=3.2 gap_ev=7.0281 charge=-1 e_above_lowest_ev=0.685 homo_energy_ev=-2.647
C 0.103 -0.252 1.347
C 0.592 0.174 -0.901
N -1.389 2.074 -1.425
N -0.488 -0.217 0.029
O -2.504 1.010 -1.144
P -1.930 0.955 0.304
H -0.700 -0.200 2.053
H 0.818 -1.130 1.300
H 0.867 0.597 1.536
H 0.296 0.910 -1.603
H 1.513 0.546 -0.381
H 0.868 -0.787 -1.629
H -1.869 3.043 -1.220
H -2.570 -0.405 0.841

14
Properties=species:S:1:pos:R:3 method="wB97M-V/def2-TZVPD" energy_ev=-16515.146 spin_multiplicity=1 max_force_ev_per_a=3.6 gap_ev="6.6260 / 6.6222" charge=-1 e_above_lowest_ev=2.253 homo_energy_ev="-2.412 / -2.408"
C -1.310 0.990 -0.590
C 0.212 0.491 1.253
N 1.613 -1.475 -0.159
N -0.570 0.040 0.120
O 2.455 -2.207 -0.675
P 0.010 -1.254 -0.919
H -2.296 1.088 -0.149
H -0.792 1.881 -0.885
H -1.367 0.593 -1.712
H -0.510 0.906 2.017
H 0.710 -0.342 1.786
H 1.047 1.148 1.189
H 1.436 0.347 -1.374
H -0.638 -2.207 0.097

13
Properties=species:S:1:pos:R:3 method="wB97M-V/def2-TZVPD" energy_ev=-14462.891 spin_multiplicity=1 max_force_ev_per_a=5.9 gap_ev=9.2883 charge=+1 e_above_lowest_ev=2.756 homo_energy_ev=-13.148
C -0.404 0.946 -0.350
C 0.412 -1.267 0.158
N 1.241 1.190 0.598
N -0.732 -0.380 0.112
P 1.952 -0.079 -0.278
H -1.082 1.747 0.143
H -0.016 0.914 -1.342
H 0.345 -1.860 1.141
H 0.222 -1.969 -0.740
H 1.386 2.161 0.285
H -1.160 -0.297 1.082
H -1.539 -0.665 -0.492
H 2.882 -0.458 0.678

13
Properties=species:S:1:pos:R:3 method="wB97M-V/def2-TZVPD" energy_ev=-16018.747 spin_multiplicity=1 smiles="C/N=C/N.S" max_force_ev_per_a=1.0 gap_ev=10.0590 charge=0 e_above_lowest_ev=0.048 homo_energy_ev=-9.064
C 0.474 0.312 -1.801
N 0.046 0.420 -0.405
C 0.962 0.407 0.475
N 0.706 0.268 1.794
H 0.485 1.285 -2.283
H -0.182 -0.381 -2.310
H 1.498 -0.077 -1.864
H 2.003 0.583 0.199
H -0.210 0.045 2.159
H 1.457 0.088 2.436
S -2.344 -1.335 1.021
H -3.431 -0.963 0.348
H -1.464 -0.652 0.229

14
Properties=species:S:1:pos:R:3 method="wB97M-V/def2-TZVPD" energy_ev=-26852.175 spin_multiplicity=1 smiles=CN(N)C(S)S max_force_ev_per_a=2.7 gap_ev=9.7421 charge=0 e_above_lowest_ev=2.269 homo_energy_ev=-8.996
C 0.645 0.704 1.264
N 0.491 0.529 -0.208
N 1.548 -0.118 -0.903
C -0.760 -0.005 -0.632
S -2.215 0.956 -0.056
S -1.075 -1.767 0.166
H 1.312 1.594 1.492
H -0.301 1.045 1.633
H 0.947 -0.271 1.893
H 1.813 -0.995 -0.387
H 2.200 0.540 -1.350
H -0.822 0.173 -1.680
H -3.173 0.129 -0.495
H -0.609 -2.514 -0.736

14
Properties=species:S:1:pos:R:3 method="wB97M-V/def2-TZVPD" energy_ev=-20934.951 spin_multiplicity=1 smiles="C=CN=[SiH2].N=[SiH2]" max_force_ev_per_a=4.5 gap_ev=8.2851 charge=0 e_above_lowest_ev=5.187 homo_energy_ev=-8.624
C 1.684 1.151 0.278
C 1.616 0.478 -0.862
N 1.129 -0.829 -0.964
Si 0.354 -1.917 -0.190
H 2.060 2.186 0.176
H 1.456 0.903 1.227
H 1.976 0.936 -1.781
H 0.370 -2.078 1.400
H -0.480 -2.857 -1.012
N -2.706 -0.383 0.587
Si -1.771 0.601 -0.242
H -3.053 -0.229 1.543
H -1.019 -0.091 -1.364
H -1.729 2.063 -0.176

13
Properties=species:S:1:pos:R:3 method="wB97M-V/def2-TZVPD" energy_ev=-6662.743 spin_multiplicity=1 max_force_ev_per_a=4.6 gap_ev=11.3508 charge=+1 e_above_lowest_ev=5.886 homo_energy_ev=-14.821
C 0.277 1.775 -0.947
C 1.021 -1.456 -0.155
N 0.025 0.651 -0.685
N 0.418 3.060 -1.158
N -0.179 -0.474 -0.036
H -2.542 1.151 0.311
H 2.002 -0.852 0.191
H 0.816 -2.125 0.704
H 1.265 -2.077 -1.097
H 0.978 3.265 -0.334
H 0.653 3.394 -2.069
H -1.177 -0.972 -0.088
H -2.072 0.485 0.180

13
Properties=species:S:1:pos:R:3 method="wB97M-V/def2-TZVPD" energy_ev=-6663.918 spin_multiplicity=1 smiles=NN1C[C@H]1[NH3+] max_force_ev_per_a=3.2 gap_ev=8.9641 charge=+1 e_above_lowest_ev=4.711 homo_energy_ev=-12.739
N 1.993 0.550 -0.019
N 0.776 0.119 0.518
C 0.182 -1.146 0.037
C -0.534 0.057 -0.492
N -1.678 0.496 0.259
H 2.387 -0.169 -0.565
H 2.429 1.409 0.354
H -0.049 -1.789 0.877
H 0.824 -1.571 -0.760
H -0.508 0.164 -1.637
H -2.560 0.413 -0.343
H -1.526 1.517 0.582
H -1.735 -0.051 1.187